(1)
{
  "formula": "C6H14N2",
  "method": "ωB97M-V/def2-TZVPD",
  "smiles": "CC1(C)[C@H](CN)[C@@H]1N",
  "homo_lumo_gap_ev": 9.517,
  "e_homo_ev": -8.6,
  "elements": ["C", "C", "C", "C", "C", "C", "N", "N", "H", "H", "H", "H", "H", "H", "H", "H", "H", "H", "H", "H", "H", "H"],
  "coordinates": [[0.18362, -0.75294, 0.08766], [1.45979, -0.02728, -0.29199], [0.51505, 0.58957, 0.70410], [-0.33806, 1.80906, 0.45190], [0.26026, -1.96802, 0.98638], [-0.88919, -0.88409, -0.97664], [1.68666, 0.53109, -1.59199], [-1.62423, 1.61856, 1.11417], [2.38665, -0.42283, 0.11354], [0.83762, 0.54178, 1.73729], [0.87446, 1.04515, -1.92760], [1.89484, -0.20819, -2.25668], [-2.01286, 0.72618, 0.85189], [-2.27896, 2.34301, 0.84207], [0.13886, 2.68704, 0.89432], [-0.43739, 2.00636, -0.62788], [0.48454, -2.86346, 0.40237], [-0.68800, -2.12445, 1.49840], [1.03915, -1.84408, 1.73720], [-1.11227, 0.05951, -1.46675], [-0.56666, -1.59390, -1.74234], [-1.81388, -1.26809, -0.53939]],
  "atomic_forces_ev_per_a": [[-0.053, -0.250, 0.015], [-0.013, -0.223, 0.289], [-0.083, 0.231, -0.070], [0.139, -0.112, -0.206], [0.214, 0.168, -0.218], [0.171, 0.059, 0.183], [-0.237, 0.324, -0.298], [-0.040, 0.268, 0.088], [-0.116, -0.031, 0.148], [0.040, -0.095, 0.031], [0.308, -0.194, 0.000], [-0.092, 0.154, 0.010], [-0.151, -0.120, -0.076], [-0.016, -0.087, 0.070], [0.059, -0.017, -0.115], [0.035, -0.001, 0.116], [-0.001, -0.064, 0.028], [-0.076, -0.033, 0.099], [0.048, -0.048, 0.061], [-0.077, 0.053, -0.093], [-0.044, -0.008, -0.028], [-0.017, 0.027, -0.033]]
}

---

(2)
{
  "formula": "C3H3NO2",
  "method": "ωB97M-V/def2-TZVPD",
  "homo_lumo_gap_ev": [7.688, 9.112],
  "e_homo_ev": [-8.8, -9.2],
  "elements": ["C", "C", "C", "N", "O", "O", "H", "H", "H"],
  "coordinates": [[0.93171, 0.95886, -0.43201], [0.07964, 0.17002, 0.13836], [-0.41327, 1.58061, 0.09442], [-0.30086, -2.54168, 0.34253], [-0.99448, -2.90353, 1.16814], [0.39959, -2.83203, -0.49992], [1.64370, 1.36079, -1.09003], [-0.24114, 2.29819, 0.98038], [-1.10489, 1.90878, -0.70187]],
  "atomic_forces_ev_per_a": [[-1.497, -1.302, 0.478], [0.850, 0.969, -0.424], [0.304, 1.385, 1.011], [-0.185, 5.838, 0.397], [-2.362, -2.763, 2.762], [2.654, -2.824, -3.239], [0.937, 0.021, -0.360], [-0.798, -1.186, -1.345], [0.097, -0.138, 0.720]]
}